Formula: C20H36Cl2HgN2O3P
Source: the Open Molecules 2025 dataset
Level of theory: the ωB97M-V functional and the def2-TZVPD basis

## Properties
HOMO ... -2.771 eV
LUMO level ... 2.45 eV
DFT total energy ... -68956.0518 eV
F_max ... 0.083 hartree/bohr
HOMO-LUMO gap ... 5.2 eV

ORCA input file:
```
! RIJCOSX wB97M-V def2-TZVPD def2/J DEFGRID3
* xyz -1 1
O 2.65933 1.09517 -2.35444
C 1.49707 1.67508 -2.52261
C 1.39321 3.16459 -2.21693
C 0.88200 3.63685 -1.01718
H 0.55203 2.93798 -0.23968
C 0.71454 5.01873 -0.84286
H 0.30023 5.37955 0.09550
C 1.05012 5.91297 -1.86514
H 0.90999 6.99098 -1.72922
C 1.56462 5.40970 -3.06818
H 1.81454 6.07904 -3.89038
C 1.75915 4.03784 -3.23451
H 2.15928 3.60257 -4.15358
H 1.65375 1.63345 -3.61892
C 0.09763 -0.46671 -2.87233
C 0.08006 0.93808 -2.36807
H -0.21304 -0.53093 -3.92976
H -0.59043 -1.07016 -2.25893
H 1.10684 -0.88770 -2.84335
C -1.08002 1.64549 -2.35779
C -2.29530 1.28863 -3.12911
H -1.19271 2.53327 -1.73486
H -2.36887 1.94977 -4.00345
H -3.18231 1.44993 -2.51201
H -2.27513 0.26700 -3.52446
Hg -1.31753 0.01433 0.47689
Cl -1.25878 2.30164 1.46046
Cl -3.10975 -1.19727 -0.53906
C -2.92567 -1.32548 2.85174
O -1.72217 -1.60046 3.02815
N -3.92858 -2.22899 2.87580
C -3.70257 -3.58401 3.34556
C -5.29953 -1.78659 2.69177
H -3.25874 -0.28782 2.63788
H -2.66844 -3.88546 3.15374
H -4.39407 -4.24513 2.81479
H -3.91394 -3.66382 4.42314
H -5.26878 -0.88578 2.06826
H -5.78479 -1.55289 3.65276
H -5.88858 -2.56312 2.19547
H 1.66057 -5.03779 -0.41381
H 4.15145 -3.98635 -0.37804
C 1.53348 -4.33652 -1.25088
C 3.77365 -3.28338 -1.13279
N 2.32939 -3.13543 -1.03868
H 0.48029 -4.06957 -1.35259
C 1.77398 -1.98556 -0.61144
O 0.57955 -1.87956 -0.26605
H 4.23017 -2.30140 -0.97813
H 2.47216 -1.11653 -0.61083
H 1.89506 -4.82582 -2.16318
H 4.05066 -3.66644 -2.12056
C 0.40126 0.78073 3.92716
P 0.74862 0.15718 2.23450
C 2.21140 1.19080 1.83260
C 1.54507 -1.40852 2.74801
H 0.30351 1.87044 3.91387
H 1.23932 0.48204 4.57082
H -0.52293 0.31582 4.28549
H 2.90857 1.14531 2.68345
H 2.71475 0.82015 0.93017
H 1.88573 2.22628 1.66887
H 2.11660 -1.23295 3.66802
H 0.75057 -2.13761 2.94046
H 2.21244 -1.78565 1.96842
*
```


Formula: C20H36Cl2N2O3PSn
Source: the Open Molecules 2025 dataset
Level of theory: the ωB97M-V functional and the def2-TZVPD basis

## Properties
HOMO ... -0.403 eV
LUMO level ... 2.48 eV
DFT total energy ... -70610.0853 eV
F_max ... 0.075 hartree/bohr
HOMO-LUMO gap ... 2.9 eV

ORCA input file:
```
! RIJCOSX wB97M-V def2-TZVPD def2/J DEFGRID3
* xyz -1 1
O -1.48849 0.10721 3.96471
C -2.35517 -0.29880 3.20821
C -2.71176 -1.74037 2.93071
C -1.63953 -2.61528 2.70229
H -0.66851 -2.20741 2.39465
C -1.83011 -3.99052 2.87471
H -0.97255 -4.66307 2.75330
C -3.10708 -4.47210 3.21404
H -3.22376 -5.52006 3.50221
C -4.21682 -3.61357 3.20596
H -5.22306 -4.01302 3.35986
C -4.02715 -2.23639 3.01313
H -4.86373 -1.54367 2.94026
H -2.84537 0.40004 2.48461
C -2.88935 0.71897 -1.22014
C -2.03147 -0.50546 -1.23437
H -3.96225 0.48277 -1.22287
H -2.65528 1.36127 -2.08147
H -2.74061 1.31706 -0.30033
C -2.37933 -1.79214 -1.36057
C -3.18650 -2.45246 -2.44382
H -2.11106 -2.51249 -0.58175
H -4.12233 -2.80065 -1.97181
H -2.68730 -3.34545 -2.86311
H -3.43568 -1.78654 -3.26819
Sn 0.08424 -0.20682 -0.83758
Cl 0.74196 -2.61736 -0.50339
Cl 0.09230 0.14304 -3.18507
C 2.89414 -0.76895 -2.52806
O 2.52567 0.02790 -1.61663
N 3.65117 -0.41220 -3.57933
C 4.16282 0.92856 -3.82002
C 3.97302 -1.39826 -4.59222
H 2.59572 -1.83021 -2.52176
H 3.77014 1.64620 -3.09466
H 3.88195 1.24149 -4.83619
H 5.25791 0.90058 -3.75934
H 3.44009 -2.31526 -4.35212
H 5.05146 -1.60095 -4.59128
H 3.67728 -1.05175 -5.59270
H 0.54578 5.28416 -1.19873
H -0.18818 5.57699 1.52405
C -0.43197 4.78525 -1.18252
C -0.99853 4.87753 1.26703
N -0.64779 4.09038 0.09416
H -0.51497 4.08945 -2.02214
C -0.35495 2.80474 0.24415
O 0.13774 2.13687 -0.70895
H -1.17242 4.18307 2.10179
H -0.58972 2.37136 1.23888
H -1.19236 5.56332 -1.25991
H -1.90919 5.45108 1.06348
C 3.14281 -1.18034 1.45436
P 1.91451 0.17453 1.31793
C 1.38712 0.41790 3.06475
C 2.97264 1.62511 0.99727
H 2.59893 -2.11858 1.60863
H 3.83792 -0.98901 2.28559
H 3.69609 -1.23251 0.50848
H 2.24962 0.57048 3.73260
H 0.71554 1.29104 3.13257
H 0.82835 -0.47536 3.38492
H 3.56438 1.87533 1.88682
H 3.62986 1.38366 0.15890
H 2.35318 2.47968 0.71605
*
```


- The highest HOMO-LUMO gap belongs to which entry?
  C20H36Cl2HgN2O3P